{"formula": "C23H33N4O4", "method": "ωB97M-V/def2-TZVPD", "de_lowest_ev": 0.164, "total_charge": 1, "smiles": "CCC[NH+](CCC)CCCNc1ccc(C(=O)Nc2cccc(OC)c2)cc1[N+](=O)[O-]", "homo_ev": -10.6, "gap_ev": 6.9957, "species": ["C", "C", "C", "N", "C", "C", "C", "C", "C", "C", "N", "C", "C", "C", "C", "C", "O", "N", "C", "C", "C", "C", "C", "O", "C", "C", "C", "C", "N", "O", "O", "H", "H", "H", "H", "H", "H", "H", "H", "H", "H", "H", "H", "H", "H", "H", "H", "H", "H", "H", "H", "H", "H", "H", "H", "H", "H", "H", "H", "H", "H", "H", "H", "H"], "positions_angstrom": [[-6.6750, -1.3037, 0.1596], [-5.3191, -0.8085, 0.6537], [-4.7057, 0.1385, -0.3715], [-3.3061, 0.5276, -0.0553], [-2.6137, 1.0771, -1.2549], [-3.2401, 2.3435, -1.8308], [-2.3758, 2.8783, -2.9688], [-3.1873, 1.4260, 1.1275], [-2.8309, 0.7283, 2.4418], [-1.3946, 0.2012, 2.4904], [-1.2674, -0.8558, 1.5151], [-0.0817, -1.3395, 1.0248], [1.1607, -0.9680, 1.5544], [2.3353, -1.4976, 1.0705], [2.3261, -2.4199, 0.0177], [3.5564, -3.1568, -0.4196], [3.5082, -4.3490, -0.6337], [4.7223, -2.4671, -0.4894], [4.9598, -1.0858, -0.4831], [4.0583, -0.1795, -1.0400], [4.3591, 1.1686, -1.0172], [5.5391, 1.6377, -0.4658], [6.4543, 0.7340, 0.0699], [7.6426, 1.0607, 0.6233], [8.0413, 2.4132, 0.6417], [6.1510, -0.6280, 0.0566], [1.1182, -2.7815, -0.5404], [-0.0806, -2.2303, -0.0781], [-1.2589, -2.5565, -0.7862], [-2.3290, -2.0358, -0.4241], [-1.1957, -3.2784, -1.7508], [-7.1197, -1.9677, 0.8944], [-7.3552, -0.4716, -0.0031], [-6.5675, -1.8517, -0.7722], [-5.4582, -0.3061, 1.6116], [-4.6573, -1.6657, 0.7879], [-4.6898, -0.3736, -1.3351], [-5.3132, 1.0404, -0.4624], [-2.8049, -0.3690, 0.1391], [-2.6104, 0.2960, -2.0184], [-1.5753, 1.2755, -0.9764], [-4.2357, 2.1304, -2.2191], [-3.3307, 3.1104, -1.0603], [-2.2779, 2.1377, -3.7579], [-2.8290, 3.7687, -3.3933], [-1.3817, 3.1381, -2.6139], [-2.4141, 2.1669, 0.9166], [-4.1336, 1.9564, 1.2479], [-2.9540, 1.4611, 3.2401], [-3.5190, -0.0922, 2.6436], [-0.6916, 0.9986, 2.2373], [-1.1720, -0.1420, 3.5091], [-2.0008, -1.5529, 1.5701], [1.1937, -0.2920, 2.3931], [3.2685, -1.2228, 1.5364], [5.5386, -3.0552, -0.6133], [3.1540, -0.5310, -1.5108], [3.6679, 1.8737, -1.4544], [5.7426, 2.6957, -0.4743], [9.0246, 2.4215, 1.1080], [8.1173, 2.8217, -0.3700], [7.3550, 3.0254, 1.2347], [6.8697, -1.3163, 0.4729], [1.0887, -3.5014, -1.3452]], "mulliken_charge": [-1.5221, 0.0244, -0.9195, 1.3461, -0.9691, -0.0629, -1.4254, -0.5524, -1.0051, -0.9372, -0.3239, 1.2393, -0.6808, -0.3547, -0.2435, -0.1515, -0.6319, -0.0531, 0.0994, -0.2482, -0.9839, -0.4381, 0.4806, -0.4135, -0.8586, -0.3513, -0.6488, -0.1754, 0.8484, -0.6430, -0.6223, 0.4221, 0.3551, 0.3688, 0.2745, 0.1636, 0.4208, 0.5548, -0.7476, 0.5325, 0.4486, 0.3157, 0.3402, 0.3628, 0.4008, 0.3566, 0.5601, 0.3002, 0.4570, 0.2452, 0.4957, 0.4088, 0.4728, 0.4874, 0.5444, 0.2758, 0.5616, 0.3988, 0.4245, 0.2423, 0.3588, 0.3480, 0.4642, 0.5635]}